[1]
C40H37F3N5O4S2Ti | the ωB97M-V functional and the def2-TZVPD basis

Each line ends with the Löwdin charge.
Cartesian coordinates (Å):
1 Ti 1.454 1.274 0.276  1.204
2 C -1.123 4.378 -2.664  0.018
3 N -0.074 4.899 -1.724  -0.120
4 C 0.175 6.324 -1.870  -0.016
5 C 0.467 4.100 -0.752  -0.320
6 N 0.570 2.756 -0.877  0.049
7 N 1.081 4.767 0.278  0.177
8 C 1.449 4.168 1.461  -0.414
9 N 1.806 5.054 2.447  0.179
10 N 1.351 2.872 1.666  0.049
11 H -1.821 5.194 -2.776  0.101
12 H -1.660 3.516 -2.192  0.105
13 H -0.716 4.026 -3.623  0.115
14 H 0.197 6.555 -2.887  0.091
15 H 1.136 6.699 -1.477  0.108
16 H -0.649 6.856 -1.320  0.136
17 H -0.136 2.479 -1.572  0.071
18 H 1.018 5.824 0.165  0.179
19 H 2.291 5.925 2.120  0.155
20 H 2.242 4.591 3.313  0.172
21 H 1.500 2.637 2.645  0.100
22 C 6.079 -1.317 -4.055  -0.010
23 C 4.632 -1.496 -3.737  -0.231
24 C 3.674 -1.107 -4.667  -0.005
25 C 2.355 -0.928 -4.269  -0.070
26 C 1.942 -1.180 -2.970  -0.403
27 C 2.889 -1.759 -2.065  -0.048
28 C 4.201 -1.944 -2.470  -0.011
29 S 0.370 -0.627 -2.305  1.193
30 O 0.914 -0.080 -0.956  -0.627
31 C -0.467 -2.200 -1.783  -0.263
32 C -0.195 -3.313 -2.641  -0.055
33 C -0.606 -4.604 -2.329  0.021
34 C -1.314 -4.833 -1.121  -0.128
35 C -1.578 -6.134 -0.704  -0.011
36 C -2.127 -6.309 0.543  -0.039
37 C -2.635 -5.216 1.267  -0.036
38 C -2.467 -3.904 0.826  -0.025
39 C -1.726 -3.666 -0.311  -0.106
40 C -1.307 -2.364 -0.686  -0.176
41 C -1.940 -1.301 0.146  -0.137
42 C -3.264 -0.869 -0.257  -0.097
43 C -3.810 -1.317 -1.487  0.031
44 C -5.210 -1.137 -1.757  -0.010
45 C -5.994 -0.595 -0.748  -0.043
46 C -5.447 -0.076 0.410  -0.011
47 C -4.093 -0.141 0.673  -0.157
48 C -3.445 0.350 1.833  0.014
49 C -2.156 0.036 2.178  -0.078
50 C -1.429 -0.841 1.360  -0.312
51 S 0.247 -1.247 1.944  1.256
52 O 1.069 0.151 1.673  -0.582
53 C 0.125 -1.151 3.706  -0.418
54 C -1.044 -1.780 4.254  -0.066
55 C -1.685 -1.156 5.304  -0.005
56 C -1.064 -0.062 5.961  -0.268
57 C -1.705 0.571 7.151  -0.037
58 C 0.180 0.370 5.571  0.000
59 C 0.862 -0.316 4.473  -0.041
60 H 6.383 -0.442 -3.506  0.079
61 H 6.219 -1.141 -5.115  0.090
62 H 6.756 -2.139 -3.780  0.109
63 H 4.061 -0.805 -5.603  0.118
64 H 1.626 -0.512 -5.006  0.139
65 H 2.569 -1.927 -1.055  0.113
66 H 4.925 -2.329 -1.736  0.142
67 H 0.426 -3.088 -3.537  0.120
68 H -0.525 -5.443 -3.062  0.150
69 H -1.315 -7.054 -1.277  0.149
70 H -2.467 -7.276 0.983  0.138
71 H -3.375 -5.343 2.058  0.121
72 H -3.039 -3.108 1.350  0.135
73 H -3.229 -1.974 -2.129  0.117
74 H -5.712 -1.462 -2.697  0.134
75 H -7.091 -0.553 -0.820  0.134
76 H -6.107 0.244 1.171  0.118
77 H -4.064 1.125 2.328  0.143
78 H -1.679 0.525 3.048  0.127
79 H -1.427 -2.735 3.858  0.134
80 H -2.582 -1.593 5.677  0.126
81 H -2.610 1.136 6.933  0.092
82 H -0.941 1.145 7.745  0.105
83 H -2.064 -0.175 7.878  0.101
84 H 0.568 1.307 6.032  0.134
85 H 1.874 0.016 4.211  0.122
86 F 5.363 2.292 -2.909  0.189
87 C 4.221 2.200 -2.212  -0.437
88 F 3.812 3.428 -1.770  0.131
89 F 3.200 1.752 -3.086  0.096
90 C 4.361 1.123 -1.116  -0.358
91 O 5.233 0.272 -1.131  0.187
92 O 3.245 1.135 -0.319  -0.149

orbital gap	5.556	eV
HOMO	-15.07	eV
2S+1	1
total charge	+3

***

[2]
C40H37I2N2OSb2V | the ωB97M-V functional and the def2-TZVPD basis

Each line ends with the Löwdin charge.
Cartesian coordinates (Å):
1 V -1.258 0.053 0.809  0.934
2 I -5.154 0.693 7.021  0.956
3 C -3.701 0.446 5.546  -0.722
4 C -2.539 1.208 5.584  -0.191
5 C -1.582 1.050 4.595  -0.620
6 I 0.167 2.185 4.604  1.018
7 C -1.781 0.139 3.564  -0.383
8 O -0.869 0.009 2.568  -0.257
9 C -2.946 -0.630 3.537  -0.166
10 C -3.104 -1.627 2.423  -0.085
11 N -3.087 -0.975 1.071  -0.102
12 C -4.218 -0.038 0.866  -0.083
13 C -3.834 1.352 1.295  -0.235
14 C -4.748 2.278 1.750  0.030
15 C -4.305 3.549 2.083  0.013
16 C -2.959 3.863 1.955  -0.001
17 C -2.098 2.891 1.498  -0.100
18 N -2.530 1.663 1.163  -0.005
19 C -3.901 -0.474 4.528  -0.095
20 H -2.381 1.922 6.381  0.095
21 H -2.279 -2.342 2.435  0.139
22 H -4.035 -2.181 2.543  0.140
23 H -3.165 -1.720 0.383  0.113
24 H -4.458 -0.018 -0.199  0.141
25 H -5.106 -0.374 1.402  0.145
26 H -5.790 2.006 1.855  0.137
27 H -5.005 4.289 2.450  0.133
28 H -2.579 4.839 2.222  0.130
29 H -1.036 3.075 1.411  0.099
30 H -4.801 -1.076 4.515  0.111
31 C 1.429 1.330 0.679  -0.399
32 C 1.678 1.950 -0.691  -0.348
33 C 0.451 2.560 -1.371  -0.360
34 Sb -1.198 1.345 -2.081  1.519
35 C -0.782 -0.730 -1.301  -0.479
36 C 0.500 -1.305 -1.197  -0.110
37 C 0.699 -2.663 -1.405  -0.033
38 C -0.369 -3.474 -1.755  -0.010
39 C -1.646 -2.934 -1.903  -0.042
40 C -1.843 -1.584 -1.693  -0.178
41 C -0.431 0.862 -3.995  -0.410
42 C 0.932 0.668 -4.209  -0.118
43 C 1.392 0.375 -5.484  -0.061
44 C 0.494 0.274 -6.541  -0.055
45 C -0.863 0.466 -6.327  -0.064
46 C -1.331 0.760 -5.052  -0.138
47 Sb 3.248 0.510 1.650  1.515
48 C 2.806 -1.593 1.503  -0.410
49 C 1.567 -2.169 1.752  -0.156
50 C 1.416 -3.552 1.797  -0.092
51 C 2.508 -4.380 1.596  -0.072
52 C 3.755 -3.819 1.353  -0.060
53 C 3.904 -2.439 1.318  -0.137
54 C 4.426 0.598 -0.140  -0.427
55 C 5.294 1.678 -0.276  -0.141
56 C 6.020 1.854 -1.450  -0.067
57 C 5.883 0.950 -2.492  -0.067
58 C 5.028 -0.137 -2.361  -0.073
59 C 4.301 -0.313 -1.189  -0.150
60 H 0.742 0.470 0.611  -0.033
61 H 1.014 2.052 1.385  0.012
62 H 2.171 1.239 -1.352  0.064
63 H 2.408 2.754 -0.555  0.120
64 H 0.756 3.075 -2.286  0.066
65 H -0.005 3.318 -0.731  0.038
66 H 1.361 -0.696 -0.961  0.076
67 H 1.691 -3.082 -1.297  0.123
68 H -0.209 -4.530 -1.931  0.127
69 H -2.471 -3.566 -2.209  0.123
70 H -2.829 -1.160 -1.872  0.094
71 H 1.642 0.747 -3.393  0.086
72 H 2.450 0.230 -5.655  0.112
73 H 0.856 0.051 -7.536  0.116
74 H -1.559 0.393 -7.153  0.115
75 H -2.392 0.917 -4.895  0.092
76 H 0.680 -1.569 1.912  0.059
77 H 0.442 -3.981 2.003  0.105
78 H 2.393 -5.455 1.643  0.113
79 H 4.618 -4.455 1.204  0.115
80 H 4.889 -2.021 1.141  0.103
81 H 5.420 2.388 0.535  0.094
82 H 6.699 2.692 -1.544  0.113
83 H 6.455 1.081 -3.401  0.112
84 H 4.936 -0.858 -3.164  0.108
85 H 3.657 -1.179 -1.089  0.080

orbital gap (spin up / spin down)	5.781 / 6.543	eV
HOMO (spin up / spin down)	-13.03 / -13.03	eV
2S+1	3
total charge	+2

***

Number 1: electronic energy -110636.329 eV. Number 2: electronic energy -102057.782 eV.